1.
{
  "formula": "C22H42NP3S2Tb",
  "method": "wB97M-V/def2-TZVPD",
  "e_tot_ha": -3562.0419,
  "lumo_energy_ev": [-10.221, -9.315],
  "homo_lumo_gap_ev": [5.2, 6.2],
  "multiplicity": 7,
  "charge": 3,
  "s2": 12.6433,
  "homo_ev": [-15.39, -15.49],
  "species": ["Tb", "P", "P", "P", "H", "C", "C", "H", "C", "C", "C", "C", "C", "C", "C", "C", "C", "H", "H", "H", "H", "H", "H", "H", "H", "H", "H", "H", "H", "H", "H", "H", "H", "H", "H", "H", "H", "H", "H", "H", "H", "H", "H", "H", "H", "H", "C", "C", "C", "C", "C", "C", "S", "H", "H", "H", "H", "H", "H", "S", "C", "N", "C", "C", "C", "C", "H", "H", "H", "H", "H"],
  "xyz": [[0.691, -1.507, -0.466], [-0.527, 1.865, 1.196], [-2.430, -1.546, -0.373], [2.840, 0.536, -0.198], [1.689, -2.745, -2.963], [2.316, -2.354, -2.120], [2.374, -2.839, -0.806], [1.644, -3.604, -0.504], [-0.886, 3.381, 0.252], [-1.993, 1.639, 2.236], [0.710, 2.338, 2.418], [-3.331, -3.020, -1.003], [-3.364, -1.334, 1.194], [-3.116, -0.241, -1.436], [4.321, 0.007, -1.147], [3.604, 0.675, 1.454], [2.696, 2.269, -0.800], [3.278, -2.024, -2.611], [3.136, -2.645, -0.045], [-1.215, 4.150, 0.966], [-1.665, 3.140, -0.485], [0.016, 3.677, -0.296], [-1.931, 2.372, 3.068], [-2.037, 0.620, 2.655], [-2.905, 1.830, 1.650], [0.227, 3.039, 3.122], [1.575, 2.836, 1.969], [1.061, 1.473, 2.994], [-4.105, -3.297, -0.290], [-2.604, -3.837, -1.117], [-3.795, -2.781, -1.972], [-4.105, -0.522, 1.117], [-2.687, -1.119, 2.040], [-3.917, -2.253, 1.424], [-3.895, -0.677, -2.082], [-2.345, 0.192, -2.094], [-3.553, 0.575, -0.837], [5.056, 0.828, -1.146], [4.049, -0.256, -2.175], [4.747, -0.888, -0.676], [4.322, 1.509, 1.487], [4.124, -0.272, 1.665], [2.837, 0.810, 2.228], [3.673, 2.593, -1.192], [2.370, 2.953, -0.007], [1.962, 2.315, -1.620], [-0.270, 0.163, -3.760], [-0.619, 1.488, -4.093], [-1.478, 1.709, -5.147], [-1.946, 0.624, -5.918], [-1.772, -0.690, -5.471], [-0.968, -0.922, -4.352], [1.108, 0.118, -2.716], [-0.222, 1.027, -0.058], [-0.183, 2.287, -3.508], [-1.674, 2.739, -5.446], [-2.510, 0.817, -6.825], [-2.242, -1.510, -6.016], [-0.778, -1.933, -3.961], [0.848, -2.761, 1.876], [0.633, -1.731, 3.201], [-0.640, -1.620, 3.714], [-0.902, -1.044, 4.928], [0.141, -0.526, 5.661], [1.412, -0.479, 5.118], [1.675, -1.102, 3.894], [-1.387, -2.118, 3.199], [-1.948, -1.081, 5.230], [-0.072, -0.145, 6.653], [2.215, -0.004, 5.652], [2.664, -1.166, 3.470]],
  "lowdin_spin": [6.17, 0.00, 0.00, -0.01, 0.00, -0.03, 0.02, 0.00, 0.00, 0.00, 0.00, 0.00, 0.00, 0.00, 0.00, 0.00, 0.00, 0.00, 0.00, 0.00, 0.00, 0.00, 0.00, 0.00, 0.00, 0.00, 0.00, 0.00, 0.00, 0.00, 0.00, 0.00, 0.00, 0.00, 0.00, 0.00, 0.00, 0.00, 0.00, 0.00, 0.00, 0.00, 0.00, 0.00, 0.00, 0.00, -0.01, -0.01, 0.00, -0.01, 0.00, -0.01, -0.11, 0.00, 0.00, 0.00, 0.00, 0.00, 0.00, -0.01, 0.00, 0.00, 0.00, 0.00, 0.00, 0.00, 0.00, 0.00, 0.00, 0.00, 0.00]
}

***

2.
{
  "formula": "C22H42NP3S2Y",
  "method": "wB97M-V/def2-TZVPD",
  "e_tot_ha": -2776.0467,
  "de_lowest_ev": 1.344,
  "lumo_energy_ev": -10.254,
  "homo_lumo_gap_ev": 6.2,
  "charge": 3,
  "homo_ev": -16.41,
  "species": ["Y", "P", "P", "P", "H", "C", "C", "H", "C", "C", "C", "C", "C", "C", "C", "C", "C", "H", "H", "H", "H", "H", "H", "H", "H", "H", "H", "H", "H", "H", "H", "H", "H", "H", "H", "H", "H", "H", "H", "H", "H", "H", "H", "H", "H", "H", "C", "C", "C", "C", "C", "C", "S", "H", "H", "H", "H", "H", "H", "S", "C", "N", "C", "C", "C", "C", "H", "H", "H", "H", "H"],
  "xyz": [[-0.498, -0.177, -0.004], [1.747, -2.097, -0.726], [0.571, 0.796, -2.773], [0.314, -0.723, 2.669], [-2.617, 1.115, -1.785], [-2.446, 1.445, -0.745], [-1.409, 2.210, -0.191], [-0.766, 2.965, -0.658], [0.881, -3.610, -1.297], [3.064, -1.947, -1.994], [2.799, -2.730, 0.634], [-0.152, 2.292, -3.553], [2.245, 1.149, -3.452], [0.041, -0.497, -3.959], [-0.608, 0.353, 3.836], [1.922, -0.713, 3.529], [-0.240, -2.400, 3.206], [-3.292, 1.235, -0.072], [-1.421, 2.315, 0.910], [1.582, -4.440, -1.465], [0.346, -3.386, -2.231], [0.144, -3.905, -0.539], [3.693, -2.847, -2.003], [3.708, -1.092, -1.757], [2.654, -1.803, -3.000], [3.453, -3.528, 0.260], [2.189, -3.119, 1.458], [3.424, -1.913, 1.015], [-0.303, 2.105, -4.628], [0.538, 3.139, -3.438], [-1.099, 2.524, -3.062], [2.186, 1.074, -4.550], [2.991, 0.443, -3.074], [2.526, 2.172, -3.182], [0.050, -0.065, -4.967], [-0.977, -0.825, -3.705], [0.715, -1.362, -3.910], [-0.970, -0.239, 4.683], [-1.475, 0.819, 3.357], [0.024, 1.165, 4.213], [1.787, -1.131, 4.531], [2.301, 0.308, 3.622], [2.676, -1.303, 3.002], [-0.459, -2.433, 4.282], [0.517, -3.168, 2.981], [-1.156, -2.686, 2.670], [-4.587, -1.210, 2.018], [-5.078, -2.532, 2.168], [-6.402, -2.761, 2.539], [-7.271, -1.686, 2.747], [-6.809, -0.377, 2.551], [-5.484, -0.133, 2.187], [-2.796, -0.912, 1.789], [-2.353, -1.059, 0.385], [-4.390, -3.363, 2.019], [-6.744, -3.792, 2.678], [-8.317, -1.865, 3.003], [-7.517, 0.460, 2.695], [-5.156, 0.886, 2.038], [1.985, 1.197, 0.177], [2.810, 2.567, -0.468], [4.145, 2.446, -0.868], [4.777, 3.420, -1.623], [4.113, 4.603, -1.896], [2.862, 4.833, -1.274], [2.274, 3.845, -0.511], [4.648, 1.578, -0.667], [5.783, 3.197, -2.002], [4.537, 5.356, -2.558], [2.369, 5.800, -1.374], [1.402, 4.013, 0.108]],
  "lowdin_charge": [0.96, 0.70, 0.73, 0.69, 0.09, -0.11, -0.14, 0.07, -0.27, -0.26, -0.26, -0.25, -0.25, -0.27, -0.28, -0.25, -0.28, 0.06, 0.08, 0.07, 0.04, 0.04, 0.07, 0.03, 0.03, 0.07, 0.03, 0.04, 0.07, 0.05, 0.02, 0.08, 0.02, 0.03, 0.06, 0.04, 0.03, 0.07, -0.01, 0.06, 0.08, 0.05, 0.03, 0.07, 0.05, -0.01, -0.50, -0.08, -0.04, -0.02, -0.04, -0.09, 0.80, -0.14, 0.11, 0.13, 0.13, 0.13, 0.10, 0.52, -0.68, 0.08, -0.01, -0.01, 0.00, -0.09, 0.16, 0.15, 0.13, 0.14, 0.11]
}